Record 1
ORCA calculation (ωB97M-V with the def2-TZVPD basis set) on a structure of composition C19H37F12O5S2Si2 in a non-equilibrium geometry.

Calculated values
* calculated total energy: -100574.9159 eV
* E_HOMO: -6.0543 eV

Geometry as ORCA input:
```
! RIJCOSX wB97M-V def2-TZVPD def2/J DEFGRID3
* xyz -1 1
C -3.109 -2.119 -12.581
O -2.002 -2.959 -12.202
C -1.613 -2.699 -10.823
C -1.476 -4.088 -10.046
C -0.156 -4.071 -9.115
C -0.404 -3.197 -7.775
C -1.282 -4.022 -6.689
C -0.775 -3.748 -5.182
C -1.944 -3.274 -4.200
C -1.485 -3.118 -2.679
C -2.381 -2.084 -1.842
C -2.230 -2.236 -0.254
C -1.330 -1.054 0.408
Si -1.996 -0.512 2.123
O -1.210 0.883 2.768
Si -1.097 0.775 4.517
C -1.603 2.437 5.372
C -0.350 3.439 5.309
C 0.379 3.637 6.746
C 0.806 5.165 6.878
C 1.707 5.483 8.177
F 1.886 6.882 8.156
F 0.841 5.220 9.287
C 3.031 4.620 8.260
F 3.539 4.408 6.962
F 2.691 3.325 8.717
S 4.394 5.244 9.382
F 3.363 6.013 10.414
F 4.320 3.837 10.300
F 5.512 4.430 8.418
F 4.698 6.588 8.472
F 5.639 5.713 10.380
H -2.773 -1.039 -12.760
H -3.926 -2.081 -11.789
H -3.591 -2.499 -13.546
H -2.323 -1.976 -10.312
H -0.587 -2.188 -10.843
H -1.440 -4.911 -10.825
H -2.390 -4.201 -9.360
H 0.105 -5.125 -8.783
H 0.703 -3.657 -9.734
H 0.620 -2.924 -7.373
H -0.986 -2.271 -8.112
H -2.344 -3.600 -6.756
H -1.331 -5.125 -6.951
H -0.006 -2.909 -5.262
H -0.230 -4.682 -4.801
H -2.351 -2.293 -4.628
H -2.800 -4.033 -4.272
H -1.564 -4.145 -2.191
H -0.409 -2.755 -2.624
H -2.155 -1.044 -2.234
H -3.475 -2.314 -2.111
H -1.790 -3.268 -0.050
H -3.286 -2.263 0.201
H -0.269 -1.490 0.462
H -1.324 -0.216 -0.367
H -1.818 -1.664 3.032
H -3.438 -0.219 1.958
H 0.299 0.434 4.838
H -2.046 -0.281 4.940
H -2.469 2.848 4.746
H -2.006 2.256 6.418
H -0.585 4.463 4.879
H 0.401 2.960 4.583
H -0.283 3.266 7.588
H 1.354 3.040 6.647
H -0.160 5.770 7.014
H 1.279 5.554 5.920
C 4.961 0.656 4.616
F 5.666 -0.285 3.946
F 5.074 0.343 5.927
F 5.637 1.817 4.449
S 3.193 0.766 4.051
O 2.633 -0.557 4.302
O 3.269 1.106 2.636
O 2.599 1.819 4.873
*
```

Here are the Mulliken charges for atoms 1 to 5, given in e:
1 C -0.61
2 O -0.36
3 C -0.39
4 C -0.44
5 C -0.82

---

Record 2
ORCA calculation (ωB97M-V with the def2-TZVPD basis set) on a cluster of 6 separate species, C18H52N5O6 in total in a non-equilibrium geometry.

Calculated values
* calculated total energy: -39240.9598 eV
* E_HOMO: -3.7266 eV

Geometry as ORCA input:
```
! RIJCOSX wB97M-V def2-TZVPD def2/J DEFGRID3
* xyz -1 1
N 1.790 2.368 -1.512
H 1.569 1.432 -1.811
H 2.565 2.261 -0.868
H 5.450 2.665 3.716
H 2.034 2.859 -2.378
O 5.109 0.722 0.248
C 4.822 1.687 1.160
C 6.116 2.207 1.748
O 6.326 2.263 3.277
H 4.219 1.258 2.035
H 4.148 2.578 0.935
H 6.632 3.182 1.509
H 6.810 1.364 1.564
C -1.532 4.751 -0.204
C -1.851 3.399 -0.873
C -3.326 3.435 -1.291
O -4.115 3.514 -0.083
C -5.403 3.143 -0.357
N -0.996 3.148 -2.057
H -0.539 4.717 0.297
H -2.204 5.060 0.601
H -1.485 5.540 -0.960
H -1.616 2.543 -0.176
H -3.697 2.535 -1.825
H -3.535 4.334 -1.907
H -5.912 2.677 0.487
H -5.541 2.458 -1.249
H -5.999 4.057 -0.630
H -0.947 3.864 -2.763
H -0.056 2.900 -1.770
C 0.414 -0.734 3.304
C -1.044 -1.152 3.266
C -1.338 -2.555 3.841
O -2.723 -2.769 3.640
C -3.032 -4.113 3.820
N -1.847 -0.086 3.826
H 0.519 0.378 3.082
H 0.874 -1.263 2.468
H 0.882 -0.937 4.244
H -1.230 -1.165 2.169
H -1.052 -2.703 4.911
H -0.695 -3.232 3.269
H -2.439 -4.821 3.198
H -4.013 -4.241 3.408
H -3.023 -4.465 4.823
H -2.793 -0.321 3.926
H -1.649 0.792 3.419
C 3.272 -1.989 0.121
C 3.547 -1.675 -1.349
C 2.949 -2.762 -2.214
O 3.179 -2.617 -3.633
C 2.276 -1.821 -4.409
N 3.170 -0.301 -1.649
H 3.384 -3.032 0.408
H 2.231 -1.698 0.259
H 3.915 -1.316 0.668
H 4.617 -1.687 -1.505
H 1.885 -2.951 -2.047
H 3.528 -3.669 -1.904
H 2.695 -0.806 -4.623
H 1.385 -1.685 -3.778
H 2.081 -2.384 -5.319
H 3.842 0.221 -1.022
H 3.509 -0.051 -2.554
C -3.601 -0.015 -0.418
C -2.222 -0.346 -1.096
C -2.065 -1.832 -0.836
O -0.844 -2.380 -1.387
C -0.791 -3.774 -1.531
N -2.287 -0.159 -2.540
H -4.435 -0.503 -0.954
H -3.894 1.035 -0.346
H -3.506 -0.301 0.622
H -1.401 0.256 -0.653
H -2.886 -2.326 -1.357
H -2.168 -1.974 0.261
H 0.138 -4.059 -1.985
H -1.573 -4.087 -2.266
H -0.985 -4.267 -0.598
H -2.014 -1.034 -2.965
H -1.580 0.458 -2.880
*
```

Here are the Mulliken charges for atoms 1 to 5, given in e:
1 N -0.81
2 H 0.24
3 H 0.14
4 H 0.27
5 H 0.18

---

Record 3
ORCA calculation (ωB97M-V with the def2-TZVPD basis set) on a structure of composition C22H44AlCaClCs2F2O9P2 in a non-equilibrium geometry.

Calculated values
* calculated total energy: -104591.5373 eV
* E_HOMO: -9.7357 eV

Geometry as ORCA input:
```
! RIJCOSX wB97M-V def2-TZVPD def2/J DEFGRID3
* xyz 2 1
C -1.769 1.393 1.337
C -1.552 0.167 0.411
C -2.478 0.026 -0.664
C -2.344 -1.067 -1.569
C -1.287 -1.987 -1.366
C -0.340 -1.851 -0.298
C 0.753 -2.939 -0.214
P 2.281 -2.450 0.746
C 1.981 -2.592 2.601
O 3.233 -2.419 3.244
C 3.373 -1.153 3.861
O 4.573 -0.588 3.342
C 5.131 0.339 4.276
C 5.680 1.595 3.515
O 6.043 1.191 2.188
P 3.782 -4.005 0.328
O 2.955 -5.130 -0.625
Cl 5.225 -3.228 -0.963
C -0.472 -0.751 0.602
H -2.715 1.230 1.905
H -0.934 1.544 2.046
H -1.960 2.304 0.724
H -3.308 0.734 -0.807
H -3.030 -1.207 -2.418
H -1.188 -2.850 -2.051
H 1.084 -3.128 -1.263
H 0.293 -3.886 0.147
H 1.621 -3.627 2.806
H 1.192 -1.878 2.906
H 2.530 -0.452 3.673
H 3.505 -1.332 4.954
H 4.335 0.643 4.986
H 5.994 -0.115 4.814
H 4.879 2.368 3.420
H 6.518 2.082 4.064
H 6.395 1.993 1.774
H 2.643 -4.671 -1.422
H 0.236 -0.630 1.439
C 5.659 -4.756 5.125
C 5.857 -3.300 5.510
O 5.479 -3.005 6.845
C 6.174 -3.707 7.867
C 7.675 -3.459 7.857
H 4.614 -5.048 5.261
H 5.933 -4.915 4.080
H 6.269 -5.424 5.735
H 5.233 -2.680 4.868
H 6.892 -2.985 5.331
H 5.952 -4.776 7.810
H 5.766 -3.361 8.816
H 8.140 -3.796 6.929
H 8.151 -3.990 8.683
H 7.886 -2.392 7.959
O -5.165 1.739 -1.220
C -6.294 1.466 -1.940
C -5.870 1.158 -3.477
O -6.914 0.925 -4.211
H -7.051 2.269 -1.998
H -6.899 0.610 -1.620
H -5.133 0.337 -3.401
H -5.233 2.012 -3.801
Al -4.763 3.434 -1.674
C -3.097 3.760 -8.378
C -3.661 2.799 -7.346
O -4.392 3.448 -6.304
C -5.514 4.191 -6.700
C -6.578 3.360 -7.416
H -2.447 4.496 -7.899
H -2.521 3.217 -9.126
H -3.886 4.310 -8.900
H -2.837 2.276 -6.862
H -4.279 2.030 -7.819
H -5.207 5.044 -7.311
H -5.952 4.612 -5.784
H -6.200 2.926 -8.342
H -7.446 3.974 -7.666
H -6.909 2.540 -6.777
F 3.753 -4.895 7.957
F -8.654 2.055 -4.673
Cs -6.544 6.055 -7.772
O -8.786 10.172 -6.713
H -9.158 11.002 -6.394
Cs 4.052 -6.581 7.337
Ca -8.953 9.184 -4.898
*
```

Here are the Mulliken charges for atoms 1 to 5, given in e:
1 C -1.26
2 C 0.33
3 C -0.11
4 C -0.67
5 C -0.83

---

Record 4
ORCA calculation (ωB97M-V with the def2-TZVPD basis set) on a structure of composition C3HO2Ru in a non-equilibrium geometry.

Calculated values
* calculated total energy: -9786.8086 eV
* expectation value of S²: 12.005
* E_HOMO (alpha / beta): -13.5700 / -15.7980 eV

Geometry as ORCA input:
```
! RIJCOSX wB97M-V def2-TZVPD def2/J DEFGRID3
* xyz 1 7
O -0.171 -0.760 1.111
O -0.031 -0.659 -1.075
C -0.153 -0.092 0.044
Ru -0.087 -2.469 -0.065
C 0.296 2.511 0.021
C -0.140 1.372 0.108
H -0.183 3.078 0.910
*
```

Here are the Mulliken charges for atoms 1 to 5, given in e:
1 O -0.55
2 O -0.53
3 C 1.39
4 Ru 0.79
5 C -0.18

---

Record 5
ORCA calculation (ωB97M-V with the def2-TZVPD basis set) on a cluster of 2 separate species, C12H17N in total in a non-equilibrium geometry.

Calculated values
* relative energy (zero: lowest compared OMol25 entry of this formula, charge and spin): 61.9 kcal/mol
* calculated total energy: -14207.6543 eV
* SMILES: CCc1c[nH]c2ccccc12.CC
* E_HOMO: -7.8871 eV

Geometry as ORCA input:
```
! RIJCOSX wB97M-V def2-TZVPD def2/J DEFGRID3
* xyz 0 1
C 1.579 3.279 -1.898
C 0.065 3.938 -1.786
H 1.528 2.153 -1.936
H 1.811 3.532 -2.833
H 2.378 3.471 -1.134
H 0.155 4.800 -1.140
H -0.341 4.209 -2.831
H -0.463 3.119 -1.221
C -2.075 -1.544 -1.063
C -1.580 -1.330 -2.458
C -1.050 -1.856 -0.086
C -0.354 -3.005 0.418
C -0.335 -0.614 0.517
C 0.633 -1.171 1.408
C -0.531 0.824 0.386
C 1.440 -0.233 2.165
C 0.324 1.648 1.055
C 1.354 1.098 2.014
N 0.607 -2.595 1.329
H -2.642 -0.600 -0.689
H -2.820 -2.393 -1.164
H -2.409 -1.152 -3.195
H -0.633 -4.052 0.365
H 0.963 -3.253 2.015
H -1.218 1.077 -0.427
H 2.239 -0.587 2.702
H 0.429 2.785 0.957
H 1.927 1.756 2.675
H -1.213 -2.235 -2.906
H -0.761 -0.673 -2.567
*
```

Here are the Mulliken charges for atoms 1 to 5, given in e:
1 C -0.87
2 C -0.45
3 H 0.19
4 H 0.41
5 H 0.29

---

Record 6
ORCA calculation (ωB97M-V with the def2-TZVPD basis set) on a cluster of 2 separate species, C3H7NO2 in total in a non-equilibrium geometry.

Calculated values
* relative energy (zero: lowest compared OMol25 entry of this formula, charge and spin): 89.2 kcal/mol
* calculated total energy: -8806.6606 eV
* E_HOMO (alpha / beta): -9.5807 / -9.5807 eV

Geometry as ORCA input:
```
! RIJCOSX wB97M-V def2-TZVPD def2/J DEFGRID3
* xyz 0 1
C -2.146 -0.209 0.345
C 2.341 0.531 0.045
N -1.318 -0.640 -0.751
C 0.889 0.291 -0.323
O 0.147 1.218 -0.676
O 0.459 -0.917 -0.141
H -1.251 -1.657 -0.727
H -1.795 -0.539 1.328
H -3.128 -0.682 0.181
H -2.276 0.872 0.338
H 2.528 1.597 0.165
H 2.968 0.133 -0.755
H 2.582 0.004 0.969
*
```

Here are the Mulliken charges for atoms 1 to 5, given in e:
1 C -0.68
2 C -0.95
3 N -0.18
4 C 0.81
5 O -0.57